1.
DFT (wB97M-V/def2-TZVPD) results for 2 unconnected molecules or ions with the total composition C4H10S in a non-equilibrium geometry.

The LUMO energy is -0.049 Ha. Its HOMO energy is -6.25 eV. The calculation puts the total energy at -556.4013 Eh. As for the molecular weight: 90.2 g/mol.

Each line ends with the Mulliken charge.
Element x y z (Å)
1 C -1.906 0.326 -0.607  -0.9239
2 C -1.488 0.436 0.898  0.0013
3 C -1.462 -0.969 0.646  -0.2082
4 S 1.291 -0.231 -0.803  -0.5792
5 C 2.095 0.522 0.678  -0.6719
6 H -1.887 1.364 -0.945  0.3054
7 H -1.336 -0.186 -1.393  0.3257
8 H -2.915 -0.043 -0.821  0.3787
9 H -2.307 0.753 1.527  0.2974
10 H -0.574 1.004 0.997  0.0886
11 H -0.518 -1.426 0.312  0.1353
12 H -2.410 -1.446 0.868  0.2831
13 H 2.780 -0.150 1.195  0.2574
14 H 2.625 1.425 0.395  0.2152
15 H 1.311 0.707 1.419  0.0951

=====

2.
DFT (wB97M-V/def2-TZVPD) results for a gas-phase ion, HN2O5 (charge -1) in a non-equilibrium geometry.

The LUMO energy is 0.158 Ha. Its net charge is -1. Its HOMO energy is -3.00 eV. The calculation puts the total energy at -486.0280 Eh. As for the molecular weight: 109.0 g/mol.

Each line ends with the Mulliken charge.
Element x y z (Å)
1 N 0.090 -0.686 -0.454  -0.0387
2 N -3.019 -0.004 -0.040  1.0100
3 O 0.933 -1.616 -0.353  -0.6006
4 O -2.573 1.127 -0.170  -0.5174
5 O -4.112 -0.483 -0.355  -0.6274
6 O -0.997 -0.374 0.818  -0.3655
7 O -2.200 -0.966 0.457  -0.0485
8 H 0.630 0.143 -0.135  0.1882

=====

3.
DFT (wB97M-V/def2-TZVPD) results for a molecular structure, C10H22BINO2Pb in a non-equilibrium geometry.

The LUMO energy is -0.280 Ha. Its net charge is +1. Its HOMO energy is -9.62 eV. The calculation puts the total energy at -1114.4242 Eh. As for the molecular weight: 533.2 g/mol.

Each line ends with the Mulliken charge.
Element x y z (Å)
1 C 3.374 -1.990 0.740  -1.2584
2 C 3.182 -0.783 -0.244  0.4473
3 C 3.152 0.589 0.542  -0.9429
4 C 2.152 1.614 -0.094  -0.2278
5 C 0.893 1.954 0.774  -1.0797
6 B -0.434 0.997 0.472  -0.0286
7 I -0.034 -0.965 1.412  0.1001
8 C -1.651 1.700 1.378  -0.8558
9 C -3.033 1.001 1.206  -0.1951
10 N -3.261 -0.113 2.155  -0.5483
11 C -0.842 0.939 -1.110  -0.9826
12 C -0.944 -0.468 -1.730  -0.7105
13 O -2.163 -1.190 -1.283  -0.0799
14 C -2.313 -2.302 -1.880  0.2187
15 O -1.418 -2.889 -2.538  -0.5128
16 H 2.988 -1.719 1.745  0.2789
17 H 2.789 -2.885 0.430  0.2972
18 H 4.439 -2.292 0.810  0.3387
19 H 3.917 -0.784 -1.068  0.4368
20 H 2.170 -0.900 -0.702  -0.5055
21 H 4.185 0.993 0.482  0.3735
22 H 2.951 0.408 1.620  0.3974
23 H 2.715 2.571 -0.209  0.3745
24 H 1.930 1.270 -1.123  0.2180
25 H 0.617 3.017 0.576  0.4523
26 H 1.171 1.925 1.851  0.3563
27 H -1.356 1.582 2.442  0.3261
28 H -1.740 2.761 1.070  0.3868
29 H -3.808 1.776 1.427  0.4135
30 H -3.253 0.641 0.182  0.0802
31 H -4.229 -0.091 2.482  0.2810
32 H -3.230 -0.966 1.593  0.1913
33 H -0.142 1.507 -1.764  0.4967
34 H -1.834 1.424 -1.276  0.3554
35 H -1.076 -0.336 -2.831  0.5487
36 H -0.029 -1.082 -1.625  0.2422
37 H -3.313 -2.800 -1.827  0.4593
38 Pb -2.520 -4.116 -4.087  0.8571

=====

4.
DFT (wB97M-V/def2-TZVPD) results for a molecular structure, C26H24BCl2InN9O2.

The LUMO energy is -0.101 Ha. Its net charge is +1. Its HOMO energy is -10.14 eV. The calculation puts the total energy at -2783.8413 Eh. As for the molecular weight: 691.1 g/mol.

Each line ends with the Mulliken charge.
Element x y z (Å)
1 In 0.506 0.338 -0.469  2.2923
2 C 1.714 -1.000 3.642  -1.2073
3 C 1.268 -1.301 2.360  -0.5501
4 N 1.022 -0.182 1.675  0.1969
5 N 1.337 0.848 2.493  0.3278
6 C 1.746 0.380 3.677  -0.3331
7 B 1.460 2.298 1.982  -0.1780
8 N 0.127 2.761 1.303  0.4414
9 C -0.552 3.883 1.575  -0.3065
10 C -1.393 4.174 0.517  -1.3231
11 C -1.150 3.163 -0.406  -0.5571
12 N -0.242 2.315 0.075  -0.2282
13 N 2.570 2.323 0.920  -0.0135
14 C 3.614 3.154 0.776  -0.0982
15 C 4.250 2.853 -0.411  -1.2110
16 C 3.504 1.805 -0.955  -0.0424
17 N 2.501 1.483 -0.142  0.0066
18 H 1.997 -1.686 4.421  0.4627
19 H 1.122 -2.270 1.917  0.6209
20 H 2.056 1.055 4.458  0.4919
21 H 1.706 3.029 2.896  -0.1214
22 H -0.374 4.416 2.494  0.5250
23 H -2.057 5.014 0.414  0.4860
24 H -1.557 3.025 -1.395  0.8573
25 H 3.833 3.899 1.524  0.4701
26 H 5.124 3.323 -0.826  0.4301
27 H 3.636 1.283 -1.888  0.3675
28 C -2.665 -2.198 -2.594  -1.4953
29 C -2.482 -0.916 -1.827  0.6653
30 O -1.374 -0.370 -1.783  -0.5331
31 N -3.581 -0.428 -1.232  -0.0649
32 C -3.604 0.811 -0.478  -0.2255
33 C -3.418 0.612 1.005  0.7167
34 C -4.385 1.061 1.892  -0.8658
35 C -4.210 0.845 3.250  -0.4576
36 C -3.075 0.175 3.667  -1.0842
37 C -2.157 -0.226 2.708  0.0565
38 N -2.303 -0.011 1.400  0.2797
39 H -1.777 -2.385 -3.191  0.2792
40 H -3.538 -2.151 -3.244  0.4960
41 H -2.805 -3.023 -1.894  0.3180
42 H -4.438 -0.948 -1.321  0.2451
43 H -4.555 1.307 -0.661  0.5039
44 H -2.816 1.440 -0.875  -0.4957
45 H -5.266 1.569 1.522  0.4136
46 H -4.950 1.185 3.962  0.4357
47 H -2.892 -0.035 4.711  0.4702
48 H -1.254 -0.739 3.010  0.4116
49 Cl 3.034 0.411 -4.789  -0.2028
50 C 2.613 -0.986 -3.866  0.6770
51 C 3.102 -2.240 -4.268  -0.5472
52 C 2.770 -3.376 -3.590  0.6073
53 Cl 3.361 -4.911 -4.132  -0.2492
54 C 1.935 -3.302 -2.451  -0.4084
55 C 1.479 -4.416 -1.716  -0.8439
56 C 0.619 -4.242 -0.666  -1.4653
57 C 0.254 -2.940 -0.298  -0.4474
58 N 0.705 -1.881 -0.931  0.0183
59 C 1.490 -2.027 -2.035  0.2428
60 C 1.791 -0.828 -2.765  0.1183
61 O 1.286 0.323 -2.407  -0.8214
62 H 3.738 -2.297 -5.141  0.4808
63 H 1.804 -5.406 -2.007  0.4433
64 H 0.229 -5.085 -0.115  0.4726
65 H -0.433 -2.759 0.521  1.0493

=====

5.
DFT (wB97M-V/def2-TZVPD) results for a single C22H32N4O3S molecule.

The structure (SMILES) is O=C(NCCCN1CCCCCC1)c1ccc2c(c1)NC(=O)[C@H](N1CCOCC1)S2. The LUMO energy is 0.021 Ha. Its HOMO energy is -8.30 eV. The calculation puts the total energy at -1700.4888 Eh. As for the molecular weight: 432.6 g/mol.

Each line ends with the Mulliken charge.
Element x y z (Å)
1 O 1.610 3.672 0.269  -0.7007
2 C 1.546 2.487 0.005  0.1127
3 N 2.497 1.814 -0.683  0.0003
4 C 3.766 2.421 -1.010  -1.0220
5 C 4.913 1.718 -0.284  -0.4824
6 C 5.072 0.263 -0.732  -1.0169
7 N 3.973 -0.593 -0.292  0.6130
8 C 3.845 -1.745 -1.175  -0.9343
9 C 2.840 -2.800 -0.706  -1.1590
10 C 1.583 -2.219 -0.058  0.2507
11 C 1.743 -2.001 1.445  -0.8784
12 C 2.699 -0.868 1.808  0.0659
13 C 4.064 -0.948 1.121  -1.3124
14 C 0.378 1.637 0.397  -0.0180
15 C -0.149 1.754 1.680  -0.6882
16 C -1.202 0.954 2.072  -0.8584
17 C -1.758 0.038 1.186  1.0709
18 C -1.257 -0.063 -0.114  -0.0776
19 C -0.189 0.740 -0.496  -0.4132
20 N -1.770 -0.985 -1.025  0.0378
21 C -2.948 -1.655 -1.000  -0.1609
22 O -3.214 -2.481 -1.845  -0.6665
23 C -3.941 -1.318 0.104  -0.2271
24 N -4.842 -0.298 -0.276  -0.0073
25 C -6.002 -0.168 0.591  -0.4999
26 C -7.039 0.719 -0.098  -0.6470
27 O -6.509 1.987 -0.402  -0.3912
28 C -5.386 1.859 -1.237  -0.9069
29 C -4.292 1.011 -0.584  0.0021
30 S -3.044 -1.028 1.730  -0.1979
31 H 2.534 0.798 -0.651  0.0903
32 H 3.922 2.364 -2.094  0.3011
33 H 3.709 3.472 -0.717  0.5225
34 H 5.842 2.249 -0.499  0.4203
35 H 4.736 1.769 0.790  0.2661
36 H 5.094 0.245 -1.825  0.4631
37 H 6.041 -0.127 -0.378  0.3652
38 H 4.820 -2.242 -1.323  0.3826
39 H 3.524 -1.357 -2.149  0.4267
40 H 2.563 -3.389 -1.583  0.3698
41 H 3.314 -3.485 -0.002  0.3680
42 H 0.754 -2.914 -0.211  0.4062
43 H 1.325 -1.276 -0.538  -0.3165
44 H 0.766 -1.775 1.878  0.3405
45 H 2.095 -2.931 1.898  0.3995
46 H 2.854 -0.879 2.889  0.3768
47 H 2.240 0.089 1.553  -0.2700
48 H 4.500 -1.947 1.257  0.3876
49 H 4.731 -0.239 1.616  0.6243
50 H 0.281 2.471 2.361  0.4994
51 H -1.605 1.019 3.070  0.5088
52 H 0.187 0.672 -1.508  0.5564
53 H -1.187 -1.194 -1.827  0.2785
54 H -4.518 -2.225 0.304  0.7024
55 H -6.426 -1.157 0.768  0.3938
56 H -5.720 0.278 1.557  0.3033
57 H -7.892 0.891 0.560  0.3622
58 H -7.378 0.224 -1.020  0.3519
59 H -5.020 2.871 -1.421  0.3686
60 H -5.677 1.393 -2.190  0.4131
61 H -3.462 0.908 -1.283  0.2536
62 H -3.936 1.519 0.327  0.1970

=====

6.
DFT (wB97M-V/def2-TZVPD) results for a single H2INP2 molecule in a non-equilibrium geometry.

The structure (SMILES) is [H]/P=N/PI. The LUMO energy is -0.034 Ha. Its HOMO energy is -8.84 eV. The calculation puts the total energy at -1036.3169 Eh. As for the molecular weight: 204.9 g/mol.

Each line ends with the Mulliken charge.
Element x y z (Å)
1 H 0.554 0.193 2.174  0.0607
2 P -0.352 -0.753 1.412  0.0750
3 N 0.321 -0.485 0.035  -0.1783
4 P -0.147 -1.374 -1.434  -0.0254
5 I 2.153 -1.539 -2.129  -0.0296
6 H -0.458 -0.273 -2.205  0.0977

=====

no.,orbital gap (Eh)
1,0.1810
2,0.2680
3,0.0731
4,0.2715
5,0.3257
6,0.2906